{"formula": "C35H40KN4O4PSSe2", "method": "wB97M-V/def2-TZVPD", "e_above_lowest_kcal_mol": 0.0, "charge": -2, "homo_lumo_gap_ev": 5.8, "molar_mass_g_mol": 840.79, "energy_ha": -8020.24697, "symbols": ["K", "C", "C", "C", "C", "C", "C", "C", "C", "C", "S", "C", "N", "H", "H", "H", "H", "H", "H", "H", "H", "C", "Se", "C", "C", "Se", "C", "H", "H", "H", "H", "H", "H", "H", "H", "H", "H", "N", "C", "C", "O", "O", "H", "H", "H", "H", "O", "C", "O", "C", "P", "C", "C", "C", "C", "C", "C", "C", "C", "C", "C", "C", "C", "H", "H", "H", "H", "H", "H", "H", "H", "H", "H", "H", "H", "N", "C", "C", "C", "N", "C", "C", "H", "H", "H", "H", "H", "H"], "positions_angstrom": [[0.86909, 0.32850, 0.50896], [1.87776, -0.34159, -2.76629], [3.25484, -0.47895, -2.18663], [4.36195, -0.62332, -3.06678], [5.60652, -0.77966, -2.54657], [5.78731, -0.81419, -1.14292], [7.05502, -1.07882, -0.57514], [7.16147, -1.12984, 0.78998], [6.05251, -0.89336, 1.60904], [4.77882, -0.59664, 1.11938], [3.48585, -0.26185, 2.20805], [4.64265, -0.60522, -0.32874], [3.40709, -0.43723, -0.88474], [1.82874, -0.80361, -3.75473], [1.62001, 0.71600, -2.87218], [1.11745, -0.80949, -2.14098], [4.19369, -0.60644, -4.13699], [6.47305, -0.90112, -3.18985], [7.90931, -1.23685, -1.22421], [8.12090, -1.34371, 1.25065], [6.16887, -0.91925, 2.68546], [-0.03074, 2.79418, 3.68510], [-1.38984, 1.99016, 2.55394], [-2.18684, 0.81475, 3.89382], [-1.32990, -0.39001, 4.24573], [-1.00609, -1.51810, 2.68054], [-0.15919, -2.94328, 3.69099], [0.70009, 2.05397, 4.00635], [-0.48902, 3.27996, 4.54625], [0.45478, 3.52747, 3.04351], [-3.13829, 0.49459, 3.46490], [-2.40034, 1.40301, 4.78962], [-1.82583, -1.00725, 4.99984], [-0.36126, -0.07958, 4.64179], [0.74049, -2.56669, 4.17668], [0.10301, -3.70266, 2.96060], [-0.84933, -3.34878, 4.43019], [0.93613, 2.87921, -2.10481], [1.57500, 3.92038, -1.29116], [0.89129, 4.17135, 0.07407], [1.05435, 5.28410, 0.60195], [0.25074, 3.18246, 0.53809], [0.12184, 3.27913, -2.56062], [0.51356, 2.24664, -1.42623], [1.62854, 4.85797, -1.84586], [2.60555, 3.62241, -1.07013], [-1.56133, -2.20605, -2.33522], [-1.76395, -1.36627, -1.44278], [-0.94287, -0.56434, -0.92381], [-3.20006, -1.27890, -0.87674], [-3.36968, 0.26714, 0.08853], [-3.27405, 1.53615, -1.23879], [-2.56835, 2.70624, -0.97935], [-2.48833, 3.70983, -1.94019], [-3.10134, 3.54323, -3.17120], [-3.79394, 2.36739, -3.44561], [-3.87959, 1.37366, -2.48456], [-5.19484, 0.34495, 0.36142], [-6.05304, -0.74492, 0.23244], [-7.40676, -0.63306, 0.53634], [-7.93003, 0.57341, 0.97141], [-7.08450, 1.67031, 1.10872], [-5.73714, 1.55248, 0.81563], [-3.32577, -2.11932, -0.18674], [-3.92658, -1.40096, -1.68268], [-2.03616, 2.83320, -0.04775], [-1.91999, 4.60592, -1.71807], [-3.03056, 4.31920, -3.92499], [-4.26225, 2.22507, -4.41277], [-4.42091, 0.46091, -2.70713], [-5.66743, -1.69627, -0.11103], [-8.05269, -1.49680, 0.42587], [-8.98477, 0.66200, 1.20341], [-7.47862, 2.62011, 1.45135], [-5.08402, 2.41089, 0.93470], [4.45299, -3.88617, -1.68020], [3.30052, -3.75545, -0.90267], [3.37826, -3.67185, 0.48424], [2.20773, -3.54278, 1.20642], [0.98854, -3.52226, 0.66800], [0.92278, -3.58427, -0.66507], [2.03311, -3.70760, -1.48046], [5.26838, -3.50441, -1.21930], [4.35397, -3.45641, -2.58925], [4.33732, -3.62992, 0.98666], [2.26415, -3.42390, 2.28298], [-0.06049, -3.49595, -1.11458], [1.91065, -3.72300, -2.55710]], "forces_ev_per_angstrom": [[0.28, 0.22, 0.19], [0.01, -0.04, 0.00], [-0.01, 0.04, -0.03], [0.00, 0.00, -0.01], [0.00, -0.01, 0.03], [0.01, -0.02, -0.02], [-0.01, 0.01, -0.02], [0.03, -0.01, 0.01], [-0.02, 0.02, 0.02], [-0.01, -0.02, -0.07], [-0.01, -0.05, 0.02], [-0.03, 0.02, 0.05], [0.00, -0.06, 0.02], [0.00, 0.01, 0.00], [0.01, 0.01, 0.00], [-0.01, 0.00, 0.01], [0.00, 0.00, 0.00], [0.01, 0.00, 0.00], [0.00, 0.00, -0.01], [0.00, 0.00, 0.01], [0.01, 0.00, 0.00], [0.00, -0.02, 0.00], [-0.03, 0.03, 0.00], [0.04, -0.03, 0.05], [-0.03, 0.03, 0.00], [-0.05, -0.07, 0.04], [0.00, 0.06, 0.03], [0.01, 0.00, 0.00], [0.00, 0.00, 0.00], [-0.01, 0.00, 0.00], [0.00, -0.01, -0.01], [0.00, 0.00, 0.00], [-0.01, 0.00, 0.00], [0.00, 0.00, 0.00], [0.00, -0.02, -0.01], [0.00, -0.04, -0.01], [0.00, 0.00, 0.01], [0.00, 0.07, 0.02], [-0.07, 0.02, 0.03], [0.00, -0.03, 0.05], [-0.01, 0.00, -0.01], [0.12, -0.03, -0.09], [0.04, 0.02, -0.04], [-0.03, -0.03, -0.08], [-0.01, 0.01, 0.01], [0.00, 0.00, -0.01], [-0.01, 0.02, 0.08], [-0.04, 0.03, -0.16], [-0.15, -0.18, -0.19], [-0.02, -0.11, 0.08], [0.00, 0.03, 0.04], [0.03, 0.04, 0.00], [-0.01, 0.00, -0.12], [0.01, -0.02, 0.02], [-0.01, 0.00, -0.04], [0.01, 0.02, 0.01], [-0.04, 0.02, 0.01], [-0.03, -0.02, -0.05], [-0.05, -0.01, 0.02], [0.02, -0.01, 0.00], [0.01, 0.02, 0.00], [-0.02, -0.01, 0.01], [0.01, -0.01, -0.01], [0.00, -0.01, -0.01], [0.01, 0.00, 0.02], [0.03, 0.01, 0.09], [-0.02, 0.00, 0.00], [0.00, 0.00, 0.00], [0.00, 0.00, 0.00], [0.00, 0.02, 0.00], [0.01, 0.00, -0.01], [0.00, 0.00, 0.00], [0.00, 0.00, 0.00], [0.00, 0.00, 0.00], [0.01, 0.00, 0.00], [0.00, 0.01, 0.00], [-0.01, 0.00, 0.03], [0.01, 0.02, -0.05], [0.01, -0.03, -0.02], [-0.02, 0.06, 0.06], [-0.01, -0.01, -0.01], [0.06, 0.00, 0.00], [0.01, 0.02, 0.01], [-0.01, 0.00, 0.01], [0.00, 0.00, 0.00], [0.01, -0.01, 0.00], [0.01, -0.01, 0.00], [-0.01, 0.00, -0.01]]}


{"formula": "C32H38I2N8SeSn", "method": "wB97M-V/def2-TZVPD", "e_above_lowest_kcal_mol": 77.3, "charge": 2, "homo_lumo_gap_ev": 6.4, "molar_mass_g_mol": 986.19, "energy_ha": -4890.84754, "symbols": ["Sn", "N", "C", "N", "C", "N", "N", "C", "C", "C", "C", "C", "C", "N", "C", "C", "C", "C", "C", "C", "H", "H", "H", "H", "H", "H", "H", "H", "H", "H", "H", "I", "C", "I", "H", "H", "C", "C", "C", "C", "C", "C", "C", "C", "C", "C", "C", "C", "N", "H", "H", "H", "H", "H", "H", "H", "H", "H", "H", "H", "H", "H", "H", "H", "H", "H", "C", "N", "C", "C", "N", "C", "C", "Se", "H", "H", "H", "H", "H", "H", "H", "H"], "positions_angstrom": [[-0.51555, 0.85417, 0.50886], [0.76573, -3.21004, 2.16234], [0.18231, -2.03821, 1.96847], [0.60575, -1.14247, 1.11556], [1.75325, -1.40143, 0.37004], [2.32558, -0.47447, -0.32692], [1.71121, 0.75253, -0.19182], [2.37844, 1.75530, -0.61377], [1.82099, 3.10846, -0.49628], [2.47069, 4.21157, -1.02206], [1.88430, 5.46188, -0.86041], [0.68050, 5.55928, -0.18469], [0.09655, 4.39671, 0.30650], [0.65567, 3.20254, 0.15908], [2.33664, -2.73451, 0.42615], [3.39023, -3.13275, -0.40104], [3.91746, -4.39941, -0.27709], [3.41078, -5.28276, 0.67864], [2.37308, -4.90648, 1.50664], [1.84090, -3.63140, 1.36899], [0.38229, -3.84061, 2.84876], [-0.69213, -1.82113, 2.56951], [3.35719, 1.59644, -1.06007], [3.40974, 4.09596, -1.54922], [2.36477, 6.34576, -1.25981], [0.19511, 6.51450, -0.03836], [-0.84940, 4.42440, 0.83754], [3.77518, -2.43375, -1.13049], [4.73059, -4.71223, -0.91850], [3.83348, -6.27438, 0.77187], [1.97442, -5.59145, 2.24635], [-3.61953, -0.63650, 2.17790], [-4.46305, -0.83298, 0.25645], [-3.46141, 0.31268, -1.25839], [-5.46707, -0.41709, 0.28738], [-4.47924, -1.87287, -0.04280], [-1.15641, -4.23997, -0.37270], [-2.17905, -3.25550, -0.95079], [-3.53908, -3.93916, -1.12135], [-1.67995, -2.67626, -2.26164], [-1.49676, -3.54390, -3.33272], [-1.09042, -3.07177, -4.56875], [-0.87403, -1.71429, -4.74040], [-1.04797, -0.80585, -3.69952], [-0.76415, 0.65675, -4.01266], [-1.80392, 1.67962, -3.55034], [0.63171, 1.04149, -3.52339], [-1.42969, -1.30204, -2.44053], [-1.58402, -0.39736, -1.33636], [-1.47572, -4.60321, 0.60843], [-0.17507, -3.76945, -0.28412], [-1.03756, -5.10831, -1.02333], [-2.27960, -2.43028, -0.23718], [-3.45161, -4.85377, -1.71225], [-4.25508, -3.29796, -1.64437], [-3.95873, -4.22139, -0.15101], [-1.69622, -4.60228, -3.20307], [-0.96561, -3.75230, -5.40169], [-0.57708, -1.34289, -5.71419], [-0.75297, 0.71604, -5.10188], [-1.73713, 1.88505, -2.47882], [-2.81903, 1.36442, -3.80288], [-1.63049, 2.62884, -4.06157], [0.68706, 0.90856, -2.44178], [0.85814, 2.08420, -3.76501], [1.39776, 0.40765, -3.97254], [-1.84235, 3.45630, 5.35983], [-0.51924, 3.77148, 4.82840], [0.17380, 4.94711, 5.04668], [1.36244, 4.82800, 4.42235], [1.38488, 3.57619, 3.83407], [2.49302, 3.01129, 3.07541], [0.22984, 2.93310, 4.09085], [-0.23129, 1.20928, 3.57813], [-2.25520, 4.35468, 5.80820], [-1.76730, 2.67402, 6.11147], [-2.48797, 3.11528, 4.55500], [-0.23745, 5.75197, 5.63117], [2.19499, 5.50717, 4.35518], [3.33909, 3.68991, 3.14198], [2.20508, 2.88075, 2.03357], [2.76489, 2.04354, 3.49085]], "forces_ev_per_angstrom": [[-0.14, 0.08, 0.22], [0.05, 0.06, -0.02], [0.11, 0.01, -0.04], [-0.10, -0.10, -0.06], [-0.04, 0.10, 0.09], [0.07, 0.02, 0.04], [-0.02, -0.08, 0.00], [-0.01, 0.04, -0.03], [-0.05, -0.06, -0.04], [0.07, 0.01, -0.04], [0.02, 0.02, -0.01], [0.00, 0.01, 0.01], [0.03, -0.03, -0.03], [-0.06, 0.02, -0.05], [0.00, 0.01, -0.04], [0.01, 0.00, -0.03], [0.03, 0.01, -0.03], [0.00, -0.03, 0.02], [-0.01, -0.06, 0.04], [-0.05, 0.02, 0.05], [-0.02, -0.04, 0.05], [-0.04, 0.01, -0.01], [-0.01, 0.02, 0.02], [-0.04, 0.00, 0.02], [-0.01, -0.02, 0.01], [0.01, -0.02, 0.00], [0.02, 0.00, -0.01], [-0.01, -0.01, 0.01], [-0.03, 0.01, 0.02], [-0.01, 0.02, 0.00], [0.02, 0.03, -0.03], [0.06, -0.02, -0.01], [-0.04, 0.11, 0.00], [-0.11, -0.26, 0.26], [0.00, -0.01, -0.02], [0.03, 0.00, -0.02], [-0.02, 0.03, -0.04], [0.12, 0.03, 0.04], [-0.05, 0.00, -0.01], [0.01, -0.09, 0.00], [0.02, 0.02, -0.03], [-0.03, 0.03, 0.05], [0.01, 0.02, -0.01], [0.05, -0.05, -0.14], [0.04, -0.07, 0.06], [0.09, 0.15, -0.14], [0.00, 0.02, 0.06], [-0.13, -0.10, 0.10], [-0.09, 0.06, 0.15], [0.01, 0.01, -0.03], [-0.05, -0.03, -0.02], [-0.02, 0.01, 0.02], [0.02, -0.05, -0.06], [0.01, 0.06, 0.03], [0.03, -0.03, 0.03], [0.02, 0.01, -0.04], [0.03, 0.06, -0.02], [0.01, 0.02, 0.04], [0.00, 0.00, 0.00], [0.00, 0.01, -0.05], [0.11, 0.08, -0.12], [0.01, 0.02, -0.06], [-0.03, -0.02, -0.01], [-0.03, 0.04, -0.07], [-0.01, -0.04, 0.01], [-0.02, 0.01, 0.00], [0.07, 0.03, -0.01], [-0.10, 0.03, 0.09], [-0.09, -0.03, 0.03], [0.07, -0.07, -0.06], [0.10, -0.01, -0.07], [-0.02, 0.02, 0.06], [0.03, 0.12, -0.10], [0.10, -0.14, -0.14], [0.01, 0.02, 0.00], [0.02, -0.01, 0.01], [0.00, -0.01, -0.03], [0.02, -0.04, -0.03], [-0.04, -0.03, 0.00], [-0.01, 0.01, 0.02], [0.01, 0.01, 0.13], [0.00, 0.00, 0.03]]}


{"formula": "C3H9N4", "method": "wB97M-V/def2-TZVPD", "e_above_lowest_kcal_mol": 173.0, "charge": 1, "homo_lumo_gap_ev": [6.9, 7.2], "molar_mass_g_mol": 101.13, "spin_multiplicity": 3, "energy_ha": -338.08296, "s_squared": 2.011, "symbols": ["C", "C", "C", "N", "N", "N", "N", "H", "H", "H", "H", "H", "H", "H", "H", "H"], "positions_angstrom": [[-0.54160, 1.22046, 0.92198], [-0.75095, -0.25348, 1.41683], [0.39607, -0.86314, -1.92925], [-0.17578, 1.03172, -0.43753], [1.41786, -0.72053, 0.28296], [-0.00764, -1.06542, 0.54155], [0.34579, -0.23085, -0.55269], [-1.36615, 1.97832, 1.15567], [0.39040, 1.72954, 1.38592], [-0.24873, -0.52315, 2.46933], [-1.82953, -0.51707, 1.49130], [-0.65298, -0.93013, -2.22285], [1.13322, -0.29901, -2.45435], [0.86810, -1.74141, -1.76296], [-0.77280, 1.21272, -1.21098], [1.79469, -0.02857, 0.90508]], "forces_ev_per_angstrom": [[0.96, 1.40, 2.91], [-0.72, 0.08, 4.48], [-1.51, 2.88, 1.78], [1.11, -0.70, -0.89], [5.11, -0.13, 1.38], [-2.98, -0.75, 0.33], [-1.62, 0.29, -5.96], [0.81, -1.54, -0.79], [-1.58, -0.97, -0.17], [-1.28, 1.18, -1.67], [0.75, 0.02, -0.25], [0.43, -0.02, -0.72], [-0.15, 0.87, -0.99], [0.87, -3.16, 0.46], [-0.76, 0.36, -0.56], [0.55, 0.17, 0.65]]}


{"formula": "C4H7N2S", "method": "wB97M-V/def2-TZVPD", "e_above_lowest_kcal_mol": 96.5, "charge": 1, "homo_lumo_gap_ev": [7.3, 7.3], "molar_mass_g_mol": 115.18, "energy_ha": -663.92083, "symbols": ["C", "C", "C", "C", "N", "N", "S", "H", "H", "H", "H", "H", "H", "H"], "positions_angstrom": [[0.74867, 0.62417, -0.76436], [2.17635, 1.50950, -2.68255], [-0.73969, -0.89255, 0.25079], [-0.75067, 0.42232, 0.98699], [0.03512, -0.51924, -0.92660], [0.51136, 1.03602, 0.44348], [1.83880, 2.87641, -3.23553], [2.39297, 0.45664, -2.64742], [-0.21749, -1.74014, 0.94264], [-1.79867, -1.32276, 0.00314], [-1.59495, 1.03604, 0.67435], [-0.67470, 0.25398, 2.07712], [-0.18618, -0.61465, -1.90212], [1.05782, 1.77754, 0.97138]], "forces_ev_per_angstrom": [[0.74, -0.71, -0.56], [-1.76, 0.13, 0.27], [-1.24, -2.79, 1.16], [0.70, -0.21, 0.93], [0.86, 1.07, -1.53], [0.40, 2.02, 2.42], [0.61, -0.81, 0.49], [0.63, 0.23, -0.06], [-0.86, 1.89, -1.99], [2.04, 1.02, 0.31], [0.00, 0.17, 0.37], [-0.26, 0.48, -0.61], [-0.62, -1.18, 0.07], [-1.24, -1.31, -1.28]]}


Largest force on an atom values, unit eV Å⁻¹, following the record order: 0.40; 0.39; 6.18; 3.27.